[1]
This record from the OMol25 dataset describes a gas-phase ion, C3HN2O4 (charge -1) at a distorted geometry. The level of theory is ωB97M-V with the def2-TZVPD basis set.

Properties
Kohn-Sham gap = 8.1 eV
HOMO level = -0.158 hartree
strongest force on any atom = 3.9 eV/Å
energy above the lowest of the compared OMol25 structures with the same formula, charge and spin = 2.065 eV
structure (SMILES) = O=C=N/N=C(\[O-])OC=O

```
! RIJCOSX wB97M-V def2-TZVPD def2/J DEFGRID3
* xyz -1 1
O 4.813 -0.029 -0.579
C 3.781 -0.080 -0.077
N 2.900 0.349 0.626
N 1.599 0.061 0.859
C 1.317 -1.062 0.273
O 2.018 -1.835 -0.381
O -0.110 -1.432 0.525
C -0.998 -0.767 -0.153
O -2.208 -0.920 -0.011
H -0.789 0.027 -0.799
*
```

Results of the Löwdin charge analysis, in e, for atoms 1 through 2: atom 1 (O): 0.114, atom 2 (C): -0.387


[2]
This record from the OMol25 dataset describes a molecular structure, C36H49F9N5O10S3SiV at a distorted geometry. The level of theory is ωB97M-V with the def2-TZVPD basis set.

Properties
Kohn-Sham gap (alpha / beta) = 6.8 / 6.9 eV
HOMO level (alpha / beta) = -0.095 / -0.099 hartree
strongest force on any atom = 1.5 eV/Å

```
! RIJCOSX wB97M-V def2-TZVPD def2/J DEFGRID3
* xyz -2 3
V 0.088 -0.048 -0.795
C 0.122 -0.830 5.269
C 1.147 -0.940 4.146
C 2.069 -2.131 4.390
C 1.956 0.354 4.031
O 0.493 -1.082 2.898
Si -0.368 -2.262 2.173
S -1.282 -1.594 0.446
O -1.466 -2.950 3.213
C -2.858 -2.790 3.470
C -3.240 -1.323 3.578
C -3.653 -3.476 2.362
C -3.109 -3.498 4.799
O 0.726 -3.485 1.987
C 0.653 -4.793 1.448
C -0.316 -4.888 0.274
C 0.233 -5.752 2.560
C 2.068 -5.106 0.970
H 0.632 -0.718 6.229
H -0.502 -1.725 5.303
H -0.516 0.038 5.109
H 2.619 -1.989 5.326
H 2.778 -2.226 3.568
H 1.501 -3.060 4.452
H 2.134 0.800 5.013
H 1.399 1.058 3.417
H 2.917 0.166 3.552
H -2.961 -0.784 2.673
H -2.735 -0.859 4.424
H -4.319 -1.225 3.720
H -3.453 -3.002 1.402
H -4.725 -3.414 2.566
H -3.368 -4.530 2.299
H -2.514 -3.035 5.588
H -2.824 -4.550 4.723
H -4.164 -3.437 5.076
H -1.339 -4.682 0.591
H -0.281 -5.894 -0.152
H -0.058 -4.162 -0.497
H -0.731 -5.446 2.967
H 0.967 -5.731 3.369
H 0.156 -6.775 2.183
H 2.356 -4.391 0.200
H 2.132 -6.120 0.564
H 2.765 -5.013 1.805
C 4.311 3.522 -0.024
N 3.705 2.207 -0.004
C 4.330 1.180 0.634
C 3.813 -0.056 0.707
C 2.500 -0.239 0.125
O 1.834 -1.290 0.161
N 1.906 0.796 -0.509
C 2.472 2.021 -0.683
O 2.030 2.903 -1.385
H 5.298 3.491 -0.493
H 4.403 3.914 0.992
H 3.659 4.172 -0.600
H 5.286 1.434 1.080
H 4.305 -0.868 1.218
C 1.515 -0.808 -7.390
C 1.431 -0.316 -5.969
C 1.777 0.993 -5.643
C 1.704 1.328 -4.301
N 1.322 0.469 -3.376
C 0.942 -0.753 -3.784
S 0.314 -1.791 -2.553
N 1.014 -1.187 -5.062
H 2.554 -0.846 -7.727
H 0.975 -0.142 -8.065
H 1.089 -1.807 -7.453
H 2.081 1.708 -6.396
H 1.958 2.322 -3.943
F -3.155 2.142 1.354
C -2.140 2.695 2.043
F -1.803 1.835 3.006
F -2.645 3.792 2.665
C -0.923 2.981 1.101
O -0.333 1.856 0.740
C 0.088 3.884 1.918
F -0.298 5.178 2.060
F 0.269 3.416 3.169
F 1.293 3.909 1.340
C -1.458 3.896 -0.065
F -2.238 3.229 -0.909
F -2.221 4.939 0.368
F -0.451 4.425 -0.764
C -3.573 4.457 -5.488
C -4.455 3.640 -4.588
C -4.429 3.827 -3.212
C -5.144 2.993 -2.367
C -5.884 1.952 -2.906
C -5.969 1.783 -4.283
C -5.263 2.633 -5.113
S -6.521 0.702 -1.832
O -7.584 0.004 -2.509
O -6.739 1.328 -0.561
N -5.307 -0.377 -1.684
C -3.923 0.115 -1.519
C -3.196 0.124 -2.862
C -1.909 0.931 -2.876
O -1.636 1.677 -3.798
O -1.167 0.744 -1.829
H -3.252 5.377 -4.999
H -4.080 4.715 -6.420
H -2.676 3.884 -5.734
H -3.797 4.595 -2.785
H -5.084 3.116 -1.294
H -6.555 0.966 -4.685
H -5.297 2.485 -6.187
H -5.421 -1.113 -2.368
H -3.406 -0.495 -0.780
H -3.977 1.114 -1.095
H -3.827 0.551 -3.643
H -2.945 -0.904 -3.144
*
```

Results of the Löwdin charge analysis, in e, for atoms 1 through 2: atom 1 (V): 0.643, atom 2 (C): -0.028


[3]
This record from the OMol25 dataset describes a gas-phase ion, C20H20F3 (charge +1) at a distorted geometry. The level of theory is ωB97M-V with the def2-TZVPD basis set.

Properties
Kohn-Sham gap = 6.0 eV
HOMO level = -0.446 hartree
strongest force on any atom = 3.7 eV/Å
energy above the lowest of the compared OMol25 structures with the same formula, charge and spin = 0.000 eV

```
! RIJCOSX wB97M-V def2-TZVPD def2/J DEFGRID3
* xyz 1 1
C -1.179 3.139 0.884
C -1.496 2.024 0.011
C -2.482 0.894 0.372
C -2.552 0.119 -1.008
C -1.760 0.867 -2.103
C -1.008 2.003 -1.380
H -0.379 3.714 0.402
H -2.021 3.828 1.028
H -0.834 2.814 1.867
H -3.440 1.331 0.666
H -2.230 -0.926 -0.965
H -3.608 0.183 -1.250
H -1.056 0.216 -2.637
H -2.434 1.279 -2.865
H -1.153 2.959 -1.918
H 0.086 1.828 -1.423
F -7.863 0.713 4.468
C -6.799 1.058 5.246
F -6.889 2.398 5.469
F -6.996 0.440 6.467
C -5.487 0.662 4.597
C -4.389 1.514 4.593
C -3.293 1.241 3.749
C -3.320 0.166 2.819
C -2.185 0.114 1.634
C -1.699 -1.292 1.318
C -0.322 -1.524 1.298
C 0.157 -2.635 0.614
C -0.726 -3.582 0.101
C -2.099 -3.448 0.331
C -2.588 -2.301 0.948
C -4.249 -0.853 3.164
C -5.398 -0.554 3.919
H -4.405 2.430 5.180
H -2.403 1.879 3.847
H -1.390 0.735 2.062
H 0.359 -0.832 1.781
H 1.227 -2.734 0.450
H -0.347 -4.435 -0.471
H -2.796 -4.207 -0.010
H -3.663 -2.174 1.084
H -4.119 -1.909 2.900
H -6.237 -1.234 3.946
*
```

Results of the Löwdin charge analysis, in e, for atoms 1 through 2: atom 1 (C): 0.022, atom 2 (C): -0.010


[4]
This record from the OMol25 dataset describes 7 unconnected molecules or ions with the total composition C40H49NO2P. The level of theory is ωB97M-V with the def2-TZVPD basis set.

Properties
Kohn-Sham gap = 5.6 eV
HOMO level = -0.146 hartree
strongest force on any atom = 0.5 eV/Å

```
! RIJCOSX wB97M-V def2-TZVPD def2/J DEFGRID3
* xyz -1 1
C 3.654 -5.766 -3.906
C 2.781 -7.013 -3.790
N 1.802 -6.961 -2.720
P 0.074 -6.674 -3.161
O -0.058 -5.375 -1.925
C 0.308 -4.131 -2.438
C -0.025 -4.195 -3.921
O 0.502 -5.423 -4.328
H 3.034 -4.869 -3.919
H 4.344 -5.706 -3.058
H 4.261 -5.770 -4.818
H 3.456 -7.871 -3.634
H 2.264 -7.197 -4.734
H 2.095 -6.307 -2.007
H -1.326 -6.447 -3.539
H -0.359 -7.594 -2.149
H 0.211 -7.699 -4.157
H 1.401 -3.988 -2.369
H -0.214 -3.332 -1.900
H 0.476 -3.404 -4.491
H -1.116 -4.178 -4.069
C -3.639 -2.390 -7.226
C -3.021 -3.522 -6.712
C -3.625 -4.240 -5.689
C -4.848 -3.824 -5.180
C -5.470 -2.696 -5.697
C -4.865 -1.977 -6.719
H -3.167 -1.830 -8.023
H -2.064 -3.845 -7.100
H -3.131 -5.114 -5.280
H -5.316 -4.383 -4.380
H -6.429 -2.379 -5.308
H -5.351 -1.098 -7.125
C -7.479 -7.041 -8.351
C -6.635 -6.064 -7.843
C -6.493 -4.854 -8.509
C -7.198 -4.624 -9.682
C -8.044 -5.601 -10.190
C -8.184 -6.811 -9.525
H -7.586 -7.986 -7.832
H -6.083 -6.240 -6.929
H -5.831 -4.096 -8.113
H -7.088 -3.680 -10.201
H -8.594 -5.419 -11.105
H -8.840 -7.575 -9.922
C -1.609 -0.152 1.914
C -1.010 -1.336 2.323
C -1.088 -2.467 1.522
C -1.762 -2.415 0.310
C -2.358 -1.230 -0.100
C -2.284 -0.099 0.702
H -1.548 0.730 2.541
H -0.479 -1.375 3.267
H -0.619 -3.390 1.834
H -1.814 -3.297 -0.316
H -2.878 -1.190 -1.049
H -2.750 0.824 0.381
C 0.505 5.132 4.859
C 1.697 4.421 4.825
C 1.849 3.364 3.939
C 0.811 3.020 3.084
C -0.379 3.732 3.118
C -0.534 4.787 4.007
H 0.387 5.956 5.552
H 2.509 4.692 5.489
H 2.777 2.807 3.914
H 0.928 2.195 2.391
H -1.188 3.463 2.451
H -1.464 5.340 4.034
C 5.525 8.057 6.230
C 6.717 7.347 6.197
C 6.872 6.292 5.309
C 5.835 5.948 4.453
C 4.644 6.658 4.485
C 4.488 7.712 5.375
H 5.403 8.877 6.927
H 7.526 7.617 6.865
H 7.801 5.736 5.285
H 5.955 5.124 3.760
H 3.834 6.388 3.819
H 3.556 8.263 5.403
C 4.470 10.190 11.605
C 5.662 9.480 11.577
C 5.822 8.427 10.687
C 4.790 8.085 9.824
C 3.598 8.796 9.852
C 3.438 9.848 10.743
H 4.346 11.011 12.300
H 6.468 9.748 12.248
H 6.751 7.872 10.665
H 4.915 7.267 9.126
H 2.795 8.530 9.177
H 2.508 10.401 10.766
*
```

Results of the Löwdin charge analysis, in e, for atoms 1 through 2: atom 1 (C): -0.125, atom 2 (C): -0.384


[5]
This record from the OMol25 dataset describes a molecular structure, C6H12N4O2 at a distorted geometry. The level of theory is ωB97M-V with the def2-TZVPD basis set.

Properties
Kohn-Sham gap = 8.2 eV
HOMO level = -0.323 hartree
strongest force on any atom = 10.1 eV/Å
energy above the lowest of the compared OMol25 structures with the same formula, charge and spin = 17.211 eV

```
! RIJCOSX wB97M-V def2-TZVPD def2/J DEFGRID3
* xyz 0 1
C -1.448 -1.565 1.069
C -2.237 -1.155 -0.200
C -1.016 -0.835 -0.914
C -0.887 1.355 -0.081
C 0.601 2.317 0.088
C 1.178 0.152 -0.139
H -1.965 -3.320 1.131
H 0.132 -1.506 0.468
H -1.859 -0.464 2.218
H -2.825 -0.260 -0.017
H -2.549 -1.936 -0.764
H -0.327 -1.701 -1.223
H -1.266 -0.513 -2.044
H -1.625 1.655 -1.080
H -1.625 1.880 0.990
H 0.797 2.804 1.264
H 0.433 3.198 -0.667
H 2.613 1.665 0.532
N -0.210 0.231 -0.285
N 1.698 1.449 -0.079
N 1.732 -0.894 -0.282
N 3.163 -0.858 0.027
O 3.897 0.250 0.124
O 3.594 -1.951 -0.134
*
```

Results of the Löwdin charge analysis, in e, for atoms 1 through 2: atom 1 (C): -0.102, atom 2 (C): -0.361


- Among the records above, which one has the highest strongest force on any atom?
  C6H12N4O2


- strongest force on any atom of number 4 (C40H49NO2P)?
  0.5 eV/Å


- Which value of strongest force on any atom does entry 4 give?
  0.5 eV/Å


- Among the records above, which one has the lowest strongest force on any atom?
  C40H49NO2P